Record 1
Entry from the Open Molecules 2025 dataset: a molecular structure, C68H77BrKN3O5P3Sb in a non-equilibrium geometry (wB97M-V/def2-TZVPD).

```
! RIJCOSX wB97M-V def2-TZVPD def2/J DEFGRID3
* xyz -2 1
K 0.1219 0.3255 -0.8635
O -0.8313 -3.5278 -2.4143
C -0.1492 -2.4981 -2.2976
O 0.1712 -1.9427 -1.1998
C 0.4518 -1.8648 -3.5818
C 1.9278 -1.5388 -3.3145
C 2.6275 -1.0316 -4.5955
C 2.1416 0.4395 -4.6349
C 1.1323 0.4240 -3.4767
O 1.8431 -0.3625 -2.5134
C -0.0705 -0.4379 -3.9123
C -1.4558 -0.0912 -3.2929
O -2.4365 -0.5869 -3.8816
O -1.4804 0.6871 -2.3090
H 0.3015 -2.5639 -4.4030
H 2.4678 -2.3330 -2.8028
H 2.3249 -1.6058 -5.4726
H 3.7124 -1.1019 -4.4927
H 1.6919 0.7225 -5.5869
H 2.9595 1.1283 -4.4124
H 0.8581 1.3926 -3.0656
H -0.2306 -0.3488 -4.9886
Br -0.0711 6.4250 5.6145
C -0.5590 4.9723 4.4739
C 0.1295 4.7843 3.2854
C -0.2173 3.7262 2.4674
C -1.2785 2.8817 2.8120
C -1.9664 3.1090 4.0029
C -1.6063 4.1532 4.8450
N -1.5939 1.8111 1.9888
C -2.7429 1.7500 1.4710
C -3.2071 0.7376 0.5172
C -4.3154 1.0951 -0.2456
C -4.7133 0.2772 -1.2868
C -3.9940 -0.8708 -1.5330
C -2.9409 -1.1866 -0.6784
N -2.5600 -0.4277 0.3374
H 0.9257 5.4623 3.0040
H 0.2727 3.5699 1.5089
H -2.7842 2.4528 4.2756
H -2.1461 4.3315 5.7653
H -3.4571 2.5709 1.6262
H -4.8266 2.0249 -0.0330
H -5.5554 0.5501 -1.9112
H -4.2062 -1.4994 -2.3824
H -2.3758 -2.1001 -0.8424
C 3.3612 1.4901 4.4499
P 2.0024 0.7278 3.4427
C 2.8259 0.8226 1.7978
C 2.3589 -1.0432 3.8402
H 4.3392 1.0870 4.1745
H 3.1794 1.3005 5.5092
H 3.3617 2.5693 4.2849
H 3.8752 0.5245 1.8783
H 2.7423 1.8287 1.3838
H 2.3028 0.1500 1.1193
H 3.4193 -1.2924 3.7676
H 1.8027 -1.6541 3.1266
H 1.9998 -1.2665 4.8469
C 4.4504 -4.3935 4.3115
C 3.2443 -4.8714 3.8198
C 2.7642 -4.4202 2.5977
C 3.4714 -3.4961 1.8306
C 4.6794 -3.0267 2.3457
C 5.1733 -3.4756 3.5630
Sb 2.5666 -2.5698 0.0259
C 2.3697 -4.4902 -0.9681
C 3.1148 -4.8193 -2.0975
C 2.9704 -6.0538 -2.7153
C 2.0679 -6.9812 -2.2178
C 1.2940 -6.6535 -1.1155
C 1.4398 -5.4165 -0.5063
C 4.5928 -2.2949 -0.7602
C 5.5620 -3.2966 -0.7165
C 6.8566 -3.0544 -1.1495
C 7.2061 -1.7970 -1.6291
C 6.2495 -0.7961 -1.6923
C 4.9508 -1.0469 -1.2617
H 4.8179 -4.7257 5.2754
H 2.6810 -5.5992 4.3932
H 1.8137 -4.7971 2.2367
H 5.2546 -2.2995 1.7844
H 6.1269 -3.1107 3.9286
H 3.8203 -4.1098 -2.5108
H 3.5697 -6.2911 -3.5870
H 1.9579 -7.9480 -2.6946
H 0.5706 -7.3637 -0.7332
H 0.8015 -5.1618 0.3302
H 5.3014 -4.2751 -0.3297
H 7.5996 -3.8431 -1.1059
H 8.2227 -1.6017 -1.9503
H 6.5158 0.1844 -2.0693
H 4.2012 -0.2630 -1.3146
N 1.1672 2.5922 -0.7613
P 0.5146 3.9348 -0.9751
C 0.6186 4.7537 -2.6552
C -0.0707 5.8953 -3.0557
C 0.1155 6.4188 -4.3259
C 0.9923 5.8081 -5.2150
C 1.6930 4.6773 -4.8220
C 1.5081 4.1632 -3.5456
C 1.2553 5.3907 -0.0324
C 2.5727 5.1383 0.3503
C 3.3111 6.0609 1.0769
C 2.7258 7.2618 1.4547
C 1.4210 7.5361 1.0691
C 0.6975 6.6179 0.3192
C -1.2992 4.2468 -0.7058
C -2.1440 3.8283 -1.7375
C -3.5017 4.0965 -1.6917
C -4.0463 4.7472 -0.5918
C -3.2317 5.0860 0.4789
C -1.8673 4.8320 0.4220
H -0.7657 6.3749 -2.3757
H -0.4298 7.3051 -4.6313
H 1.1302 6.2163 -6.2098
H 2.3765 4.1931 -5.5102
H 2.0430 3.2837 -3.2002
H 2.9885 4.1765 0.0618
H 4.3345 5.8397 1.3584
H 3.2825 7.9797 2.0457
H 0.9639 8.4755 1.3602
H -0.3101 6.8696 0.0123
H -1.7102 3.3001 -2.5782
H -4.1344 3.8155 -2.5254
H -5.1056 4.9781 -0.5648
H -3.6593 5.5672 1.3519
H -1.2394 5.1160 1.2566
C -2.4328 -3.6926 5.8577
C -1.7146 -2.6622 4.9880
C -1.2995 -1.4538 5.8348
P -2.5237 -1.9740 3.4148
C -4.3938 -2.1337 3.6108
C -5.0581 -3.5063 3.7159
C -4.8499 -1.1995 4.7342
C -2.1128 -3.3394 2.2009
C -2.0712 -4.7846 2.6957
C -0.7488 -2.9757 1.5931
H -1.7672 -4.0240 6.6623
H -2.7293 -4.5701 5.2853
H -3.3200 -3.2594 6.3227
H -0.7936 -3.1154 4.6013
H -2.1766 -0.9086 6.1925
H -0.6936 -0.7619 5.2479
H -0.7215 -1.7706 6.7101
H -4.7308 -1.6836 2.6679
H -4.6838 -4.0828 4.5600
H -4.8993 -4.0753 2.8002
H -6.1371 -3.3792 3.8569
H -4.4749 -1.5198 5.7081
H -5.9420 -1.1645 4.7957
H -4.4908 -0.1847 4.5486
H -2.8680 -3.2618 1.4131
H -1.2838 -4.9183 3.4409
H -1.8349 -5.4372 1.8497
H -3.0183 -5.1153 3.1219
H 0.0370 -3.1330 2.3421
H -0.6923 -1.9395 1.2224
H -0.5362 -3.6022 0.7245
*
```

Values from the calculation:
E_tot in Eh: -7616.17415
Energy above the lowest of the compared OMol25 structures with the same formula, charge and spin in kJ/mol: 0.0
LUMO level in Eh: 0.1315

Atomic partial charges in e from the Löwdin method, atoms 1 to 8:
1 K 0.686
2 O -0.006
3 C -0.647
4 O -0.327
5 C -0.092
6 C -0.284
7 C -0.088
8 C -0.104

Record 2
Entry from the Open Molecules 2025 dataset: a molecular structure, C35H32CrN3O3S in a non-equilibrium geometry (wB97M-V/def2-TZVPD).

```
! RIJCOSX wB97M-V def2-TZVPD def2/J DEFGRID3
* xyz 2 4
C 1.4249 -2.2697 -4.7601
C 1.6754 -1.1130 -3.7933
C 1.4148 -1.5139 -2.3408
N 3.0745 -0.6573 -3.9788
C 3.1115 0.5547 -4.3983
S 4.5806 1.4431 -4.6301
C 5.1794 1.2095 -2.8524
C 6.4522 1.9232 -2.6477
N 7.4519 2.5074 -2.5027
C 1.7287 1.1869 -4.6282
C 1.5334 2.4431 -3.7925
C 1.5123 1.4403 -6.1203
N 0.8857 0.1054 -4.1376
C -0.3931 0.3418 -3.6485
C -1.4787 -0.3046 -4.1329
C -2.8748 -0.0701 -3.8214
C -3.9198 -0.4794 -4.6979
C -5.2583 -0.2532 -4.3698
C -5.5988 0.3729 -3.1584
C -4.5730 0.7845 -2.2874
C -3.2349 0.5582 -2.6121
H 2.0616 -3.1147 -4.4709
H 0.3795 -2.5858 -4.7299
H 1.6926 -1.9681 -5.7825
H 2.1287 -2.2902 -2.0414
H 1.5535 -0.6300 -1.7003
H 0.3904 -1.8910 -2.2393
H 4.3972 1.6392 -2.1982
H 5.2926 0.1223 -2.7006
H 2.3016 3.1841 -4.0460
H 0.5427 2.8767 -3.9845
H 1.6317 2.1948 -2.7242
H 2.2011 2.2246 -6.4555
H 1.7158 0.5286 -6.6993
H 0.4897 1.7735 -6.3271
H -0.4595 1.0869 -2.8465
H -1.2714 -0.9684 -4.9776
H -3.6526 -0.9135 -5.6580
H -6.0486 -0.5571 -5.0641
H -6.6523 0.5238 -2.9020
H -4.8321 1.2893 -1.3529
H -2.4349 0.9033 -1.9531
O -0.9384 -2.8453 8.7374
C -0.1315 -2.5207 7.9654
Cr 1.0169 -2.2180 6.4654
C -0.5927 -2.2732 5.4877
O -1.6179 -2.3607 4.9368
C 0.9777 -4.1045 6.3023
O 0.7555 -5.2457 6.2221
C 2.9112 -1.7672 7.3828
C 2.0441 -0.6812 7.5956
C 1.3534 -0.1113 6.5192
C 1.5950 -0.5327 5.1832
C 0.7668 -0.1070 4.0616
C 0.0295 0.2056 3.1210
C -0.8515 0.6493 2.1598
C -2.0684 1.3267 2.5347
C -2.9997 1.7593 1.5403
C -4.2082 2.3517 1.8870
C -4.5246 2.5651 3.2425
C -3.6213 2.1767 4.2383
C -2.4111 1.5649 3.8988
C 2.4448 -1.6484 5.0058
C 3.1328 -2.2276 6.0742
H 3.3718 -2.2820 8.2276
H 1.8527 -0.3272 8.6135
H 0.5942 0.6518 6.7060
H -0.6865 0.5500 1.0886
H -2.7309 1.6319 0.4860
H -4.9063 2.6650 1.1090
H -5.4654 3.0360 3.5263
H -3.8440 2.3583 5.2934
H -1.6853 1.2774 4.6645
H 2.5305 -2.0744 4.0006
H 3.7852 -3.0811 5.8874
*
```

Values from the calculation:
E_tot in Eh: -3184.85523
LUMO level (spin up / spin down) in Eh: -0.1840 / -0.2968

Atomic partial charges in e from the Löwdin method, atoms 1 to 8:
1 C 0.011
2 C -0.499
3 C 0.003
4 N 0.156
5 C -0.583
6 S 0.995
7 C -0.382
8 C -0.275

Record 3
Entry from the Open Molecules 2025 dataset: C21H26N4O4S in the gas phase in a non-equilibrium geometry (wB97M-V/def2-TZVPD).

```
! RIJCOSX wB97M-V def2-TZVPD def2/J DEFGRID3
* xyz 0 1
C -1.2973 -2.7738 -2.7154
H -0.7071 -2.5542 -3.6031
O -0.4390 -3.4642 -1.8404
C -1.0333 -3.9441 -0.6584
C -0.8873 -2.9950 0.5426
N -1.6774 -1.7866 0.4018
C -1.1324 -0.6080 -0.0241
N -1.7761 0.4986 -0.1942
C -3.1037 0.4666 0.0708
C -3.7494 -0.6868 0.5136
N -5.0802 -0.4251 0.6986
C -5.3134 0.8833 0.3833
C -6.4989 1.6090 0.4117
C -6.4485 2.9335 0.0348
C -5.2518 3.5370 -0.3646
C -4.0714 2.8301 -0.3968
C -4.0940 1.4887 -0.0198
H -3.1449 3.2881 -0.7053
H -5.2621 4.5775 -0.6523
H -7.3538 3.5220 0.0465
H -7.4248 1.1464 0.7185
H -5.7549 -1.1001 1.0172
C -3.0476 -1.9161 0.7063
O -3.5072 -2.9805 1.0836
S 0.5905 -0.5845 -0.3752
C 0.7484 1.1560 -0.8986
H 0.1416 1.2808 -1.7943
C 2.1921 1.4775 -1.2513
O 2.5107 1.6850 -2.4058
N 3.0716 1.5719 -0.2309
C 2.8560 1.2137 1.1516
H 1.8029 1.0589 1.3687
H 3.2353 2.0287 1.7796
C 3.6517 -0.0664 1.4707
C 3.5234 -0.4542 2.9360
H 3.8932 0.3510 3.5649
H 4.1172 -1.3423 3.1298
H 2.4847 -0.6568 3.1803
O 5.0201 0.1359 1.1884
C 5.2484 0.4770 -0.1673
C 6.7469 0.6506 -0.3604
H 6.9640 0.8847 -1.3981
H 7.2594 -0.2658 -0.0831
H 7.1094 1.4543 0.2748
C 4.4796 1.7578 -0.5260
H 4.5787 1.9836 -1.5876
H 4.8599 2.5931 0.0708
H 4.8736 -0.3391 -0.8097
H 3.2625 -0.8766 0.8279
H 0.3562 1.7871 -0.1025
H 0.1611 -2.7234 0.6722
H -1.2542 -3.5177 1.4305
H -0.5081 -4.8712 -0.4084
H -2.0950 -4.1708 -0.8131
H -1.6666 -1.8328 -2.2941
H -2.1587 -3.3928 -2.9948
*
```

Values from the calculation:
E_tot in Eh: -1734.04855
Energy above the lowest of the compared OMol25 structures with the same formula, charge and spin in kJ/mol: 143.3
LUMO level in Eh: 0.0130

Atomic partial charges in e from the Löwdin method, atoms 1 to 8:
1 C -0.103
2 H 0.094
3 O -0.192
4 C -0.191
5 C -0.133
6 N 0.012
7 C -0.569
8 N 0.119

Record 4
Entry from the Open Molecules 2025 dataset: C4H4N2O in the gas phase (wB97M-V/def2-TZVPD).

```
! RIJCOSX wB97M-V def2-TZVPD def2/J DEFGRID3
* xyz 0 1
O 2.2837 -1.3138 0.4769
C 1.2593 -0.8077 0.0705
C 1.1031 0.6454 -0.1120
C -0.1216 1.1689 0.0679
N -1.2035 0.3119 0.1639
C -1.0209 -1.0047 -0.1629
N 0.1204 -1.5802 -0.2471
H 1.9950 1.2380 -0.2737
H -0.3503 2.2278 0.1378
H -2.1362 0.6682 0.2858
H -1.9290 -1.5538 -0.4070
*
```

Values from the calculation:
E_tot in Eh: -339.57113
Energy above the lowest of the compared OMol25 structures with the same formula, charge and spin in kJ/mol: 27.7
LUMO level in Eh: 0.0143

Atomic partial charges in e from the Löwdin method, atoms 1 to 8:
1 O 0.063
2 C -0.496
3 C 0.007
4 C -0.090
5 N 0.044
6 C -0.181
7 N 0.149
8 H 0.113

Record 5
Entry from the Open Molecules 2025 dataset: a molecular structure, C28H22F3N6Ni (wB97M-V/def2-TZVPD).

```
! RIJCOSX wB97M-V def2-TZVPD def2/J DEFGRID3
* xyz 1 3
Ni -0.0646 -0.0759 0.1622
N 2.1024 0.1515 -0.1981
C 2.4630 1.5516 -0.1568
C 3.7580 1.9918 -0.1427
C 4.0479 3.3696 -0.0979
C 3.0360 4.2870 -0.0641
C 1.6882 3.8651 -0.0700
C 0.5905 4.7542 -0.0135
C -0.6808 4.2553 -0.0220
C -0.8731 2.8629 -0.0724
N 0.1238 2.0110 -0.1114
C 1.3988 2.4828 -0.1198
H 2.7495 -0.3914 0.3609
H 2.1807 -0.1975 -1.1502
H 4.5707 1.2754 -0.1667
H 5.0800 3.6912 -0.0975
H 3.2495 5.3479 -0.0266
H 0.7764 5.8196 0.0449
H -1.5430 4.9053 0.0188
H -1.8682 2.4322 -0.0741
F -9.2641 -0.7431 2.0353
C -8.8962 -0.3955 0.7909
F -9.4293 -1.3011 -0.0533
F -9.4838 0.7847 0.5141
C -7.4044 -0.3205 0.6352
C -6.5644 -0.6172 1.6978
C -5.1931 -0.5653 1.5185
C -4.6476 -0.2196 0.2785
C -5.5095 0.0835 -0.7782
C -6.8797 0.0320 -0.6016
C -3.2247 -0.1830 0.1190
C -2.0149 -0.1609 -0.0147
H -6.9823 -0.8855 2.6577
H -4.5337 -0.7944 2.3451
H -5.0964 0.3516 -1.7411
H -7.5469 0.2650 -1.4211
C -1.0475 -1.0847 5.4522
N -0.4546 -0.4274 4.2988
C 0.5758 0.4767 4.3161
C 0.8314 0.7894 3.0145
N -0.0268 0.0846 2.2090
C -0.7804 -0.6415 3.0119
H -0.6796 -0.6154 6.3594
H -0.7791 -2.1401 5.4681
H -2.1314 -0.9969 5.4235
H 1.0202 0.8209 5.2338
H 1.5477 1.4904 2.6185
H -1.5843 -1.2854 2.6909
N -0.0993 -7.5500 -0.1240
C -0.0243 -6.4044 -0.1225
C 0.0596 -4.9745 -0.1072
C 0.6663 -4.3133 0.9578
C 0.6924 -2.9329 0.9435
N 0.1755 -2.2012 -0.0468
C -0.3843 -2.8416 -1.0755
C -0.4700 -4.2187 -1.1489
H 1.1105 -4.8687 1.7710
H 1.1497 -2.3893 1.7607
H -0.7967 -2.2284 -1.8667
H -0.9434 -4.6995 -1.9924
*
```

Values from the calculation:
E_tot in Eh: -3216.45572
Energy above the lowest of the compared OMol25 structures with the same formula, charge and spin in kJ/mol: 2.5
LUMO level (spin up / spin down) in Eh: -0.1182 / -0.1202

Atomic partial charges in e from the Löwdin method, atoms 1 to 8:
1 Ni 0.541
2 N 0.071
3 C -0.235
4 C -0.006
5 C -0.050
6 C -0.012
7 C -0.140
8 C 0.017

Record 6
Entry from the Open Molecules 2025 dataset: 10 unconnected molecules or ions with the total composition C17H55N14O10 in a non-equilibrium geometry (wB97M-V/def2-TZVPD).

```
! RIJCOSX wB97M-V def2-TZVPD def2/J DEFGRID3
* xyz 0 2
C -15.0809 -8.6953 4.8781
O -16.2544 -8.8920 5.5861
H -14.2972 -8.3287 5.5411
H -14.7549 -9.6723 4.5214
H -15.1394 -7.9733 4.0636
C -13.1570 -11.8329 6.2864
C -12.3067 -13.0944 5.9029
O -11.4148 -12.7906 4.8379
H -13.9165 -11.9796 7.0543
H -13.6593 -11.3541 5.4459
H -12.5125 -11.0484 6.6830
H -13.0722 -13.7328 5.4619
H -11.8304 -13.5006 6.7952
H -10.9579 -11.9601 4.9900
C -15.0325 -4.8024 6.5925
O -15.9877 -5.4052 7.1393
N -14.3372 -5.4487 5.6603
N -14.5435 -3.6423 6.9863
H -14.5441 -6.3848 5.3425
H -13.7642 -4.8995 5.0358
H -14.9883 -3.1396 7.7410
H -13.7581 -3.3388 6.4284
C -14.8033 -7.7802 9.4672
O -15.9834 -7.9340 9.2748
N -13.8491 -8.1906 8.6272
N -14.3245 -6.9420 10.3015
H -14.3061 -8.6527 7.8541
H -12.8459 -8.0814 8.6678
H -13.4766 -6.4886 9.9924
H -15.0938 -6.4869 10.7718
C -18.2319 -11.4528 6.6948
O -18.7656 -10.3442 6.7684
N -18.7905 -12.5276 7.0887
N -17.0092 -11.6555 6.3267
H -18.3144 -13.4160 7.0252
H -19.6874 -12.3562 7.5202
H -16.5942 -12.4023 6.8654
H -16.5218 -10.8534 5.9537
C -20.4023 -8.3690 4.3841
O -20.0831 -7.7181 5.3306
N -21.6072 -8.6124 4.0021
N -19.4668 -8.9940 3.6589
H -22.2092 -7.9849 4.5159
H -21.6897 -8.5770 2.9961
H -19.7782 -9.6596 2.9660
H -18.6223 -8.9892 4.2129
C -17.6534 -5.9749 3.4411
O -17.7689 -6.1732 4.6725
N -18.5423 -5.3996 2.6948
N -16.4958 -5.9989 2.8345
H -19.3869 -5.1307 3.1791
H -18.3636 -5.1559 1.7311
H -15.6991 -6.3093 3.3722
H -16.3956 -5.7122 1.8712
C -12.5279 -11.4710 1.5459
O -12.8596 -11.5882 0.3772
N -13.3388 -11.2540 2.5122
N -11.3504 -11.5090 1.9922
H -12.9802 -11.2749 3.4562
H -14.2710 -10.9318 2.2947
H -11.2229 -11.9544 2.8897
H -10.6724 -11.8191 1.3109
C -11.2404 -8.6326 5.6915
C -10.0572 -9.2426 4.8773
C -8.7009 -8.5028 4.8200
O -7.9107 -9.0777 3.7572
C -6.5086 -8.7544 3.8875
N -9.8434 -10.6800 5.2605
H -11.3049 -7.5500 5.5831
H -11.1058 -8.7913 6.7615
H -12.0730 -9.2586 5.3705
H -10.5180 -9.2594 3.8896
H -8.2598 -8.5993 5.8120
H -8.7520 -7.4259 4.6593
H -5.9623 -9.5082 4.4544
H -6.3725 -7.7895 4.3759
H -5.9086 -8.6148 2.9882
H -8.8880 -10.7752 4.9471
H -9.7426 -10.6464 6.2649
C -17.0989 -12.5924 -0.6548
C -17.8757 -11.7396 0.3943
C -16.9796 -10.7231 1.2790
O -16.0782 -11.3718 2.1239
C -16.5945 -12.1581 3.2071
N -19.0595 -11.0984 -0.2407
H -16.5719 -11.9267 -1.3382
H -17.6917 -13.1886 -1.3484
H -16.3554 -13.2439 -0.1956
H -18.2951 -12.4394 1.1171
H -17.5692 -10.0169 1.8636
H -16.4907 -10.1184 0.5152
H -17.3754 -11.6736 3.7932
H -15.8305 -12.3422 3.9624
H -16.9836 -13.0897 2.7962
H -19.4512 -10.3441 0.3048
H -19.8035 -11.6925 -0.5779
*
```

Values from the calculation:
E_tot in Eh: -2199.58551
LUMO level (spin up / spin down) in Eh: 0.0044 / -0.0534

Atomic partial charges in e from the Löwdin method, atoms 1 to 8:
1 C -0.168
2 O 0.008
3 H 0.062
4 H 0.072
5 H 0.057
6 C -0.080
7 C -0.260
8 O -0.124